This record from the OMol25 dataset describes 3 unconnected molecules or ions with the total composition C4H6I3NO3 in a non-equilibrium geometry. The level of theory is the ωB97M-V functional and the def2-TZVPD basis.

Bonds (Å) are listed after each position.
Geometry (Å):
1 C 2.694 -1.688 0.593  O6 1.147, O7 1.140
2 C -1.450 0.226 -0.571  C3 1.502, C4 1.543, O8 1.414, H12 1.157
3 C -0.666 1.478 -0.298  C2 1.502, I9 2.068, I10 2.139, H13 1.215
4 C -0.522 -0.925 -0.131  C2 1.543, N5 1.330
5 N -1.223 -1.973 0.294  C4 1.330, H15 1.022, H16 1.053
6 O 2.633 -2.784 0.926  C1 1.147
7 O 2.736 -0.631 0.167  C1 1.140
8 O -2.716 0.139 0.053  C2 1.414, H17 1.030
9 I -0.120 1.662 1.689  C3 2.068, I10 3.376
10 I -1.655 3.298 -0.835  C3 2.139, I9 3.376
11 I 3.310 2.659 -1.176  H14 1.586
12 H -1.629 0.281 -1.712  C2 1.157
13 H 0.421 1.411 -0.837  C3 1.215
14 H 4.072 1.541 -0.349  I11 1.586
15 H -0.842 -2.820 0.721  N5 1.022
16 H -2.248 -2.187 0.402  N5 1.053
17 H -2.795 0.311 1.065  O8 1.030

Properties
* orbital gap: 8.69 eV
* HOMO energy: -8.6 eV
* total charge: 0
* ΔE to the lowest compared entry with this formula, charge and spin: 75.3 kJ/mol
* E_tot: -1329.4998 Ha